Entry 1:
This record from the OMol25 dataset describes a molecular structure, C16H21AlBrF4N3O3P in a non-equilibrium geometry. The level of theory is ωB97M-V/def2-TZVPD.

Computed properties:
Net charge   -1
HOMO-LUMO gap   6.74 eV
Lowest unoccupied orbital energy   -0.573 eV
E_HOMO   -7.3140 eV

Geometry as XYZ:
```
50
C16H21AlBrF4N3O3P, DFT ωB97M-V/def2-TZVPD
Br -7.39123 2.07111 2.60382
P -6.38589 -1.34503 2.50109
Al 7.95144 2.82144 1.74147
F 9.50847 3.38250 2.45151
F 6.63248 3.02396 2.95091
F 8.08954 1.08364 1.28915
F 7.57520 3.79560 0.27409
O -6.87028 -0.97024 3.95827
O 3.38258 -0.77975 0.87545
O 4.84679 1.13024 0.39020
N -3.99592 -0.49818 1.02442
N -1.85601 -2.14686 -1.82362
N -4.84649 2.73048 1.12974
C -5.24407 0.00215 1.69427
C -1.23785 2.77230 -1.08171
C 3.84556 0.31126 -0.02674
C -1.80522 0.10510 -0.42715
C -5.62839 1.58246 1.70296
C -3.62233 2.15085 0.47625
C 0.52213 0.78471 -2.05044
C 3.22262 0.62075 -1.51902
C -2.60612 3.24881 -0.27199
C -1.40316 -1.49607 -0.51249
C 1.82912 1.50469 -1.31476
C -0.82430 1.17263 -1.19270
C -3.22844 -2.77092 -1.69780
C 3.22652 -2.00347 0.07103
C 3.18564 -3.39728 0.93727
C -3.17980 0.58714 0.38172
H 1.55692 1.51200 -0.15394
H 3.02635 -0.35044 -2.16778
H 4.06088 1.22389 -2.10903
H 0.60649 -0.38152 -2.11561
H -3.42000 -3.62353 -2.50780
H 2.24174 -1.93292 -0.56304
H -0.58159 3.58687 -1.60624
H 2.36229 -4.12760 0.49526
H -4.04190 -1.93388 -1.94111
H -3.42731 -3.21161 -0.62589
H -2.86491 4.39908 -0.25308
H 0.46509 1.23815 -3.14990
H -0.23177 -1.60147 -0.36092
H -5.54648 -2.54181 2.65312
H 4.22946 -3.93767 0.74824
H 3.02308 -3.19769 2.08304
H 4.15067 -2.06492 -0.67680
H -7.44857 -1.72487 1.59232
H -1.90728 -2.01754 0.40805
H -1.92123 -1.40941 -2.57913
H 1.97549 2.62287 -1.70498
```

Charges computed using Löwdin, reported in e: atom 1 (Br): 0.590, atom 2 (P): 0.717, atom 3 (Al): 0.108, atom 4 (F): -0.282, atom 5 (F): -0.277, atom 6 (F): -0.278, atom 7 (F): -0.280, atom 8 (O): -0.553, atom 9 (O): -0.098, atom 10 (O): 0.020, atom 11 (N): 0.043, atom 12 (N): -0.155, atom 13 (N): 0.040, atom 14 (C): -0.317, atom 15 (C): 0.008, atom 16 (C): -0.246, atom 17 (C): -0.016, atom 18 (C): -0.539, atom 19 (C): -0.137, atom 20 (C): -0.180, atom 21 (C): -0.107, atom 22 (C): 0.008, atom 23 (C): -0.209, atom 24 (C): -0.169, atom 25 (C): -0.103, atom 26 (C): -0.179, atom 27 (C): -0.255, atom 28 (C): -0.096, atom 29 (C): -0.090, atom 30 (H): 0.134, atom 31 (H): 0.109, atom 32 (H): 0.140, atom 33 (H): 0.096, atom 34 (H): 0.087, atom 35 (H): 0.101, atom 36 (H): 0.095, atom 37 (H): 0.082, atom 38 (H): 0.086, atom 39 (H): 0.084, atom 40 (H): 0.093, atom 41 (H): 0.128, atom 42 (H): 0.108, atom 43 (H): 0.020, atom 44 (H): 0.088, atom 45 (H): 0.091, atom 46 (H): 0.142, atom 47 (H): 0.008, atom 48 (H): 0.108, atom 49 (H): 0.103, atom 50 (H): 0.130


Entry 2:
This record from the OMol25 dataset describes a molecular structure, C32H37N6RuS. The level of theory is ωB97M-V/def2-TZVPD.

Computed properties:
Net charge   +2
Multiplicity   2
HOMO-LUMO gap (spin up / spin down)   8.39 / 7.13 eV
Lowest unoccupied orbital energy (spin up / spin down)   -5.213 / -6.371 eV
E_HOMO (spin up / spin down)   -13.6041 / -13.5014 eV

Geometry as XYZ:
```
77
C32H37N6RuS, DFT ωB97M-V/def2-TZVPD
Ru -0.11541 -0.44517 -1.37515
S -1.70461 1.22374 -0.69058
N 1.90095 -0.12310 -0.79010
N 0.91660 -1.97072 -2.44245
N -1.79359 2.70375 1.48960
N 0.72314 1.28550 -2.88660
N -2.55959 0.54955 1.76874
N -1.79314 -1.75734 -1.80422
C -4.09266 -2.30709 -2.15542
C 2.67501 -1.20914 -0.88784
C -2.46479 4.07587 5.39712
C 2.35258 0.95360 -0.13837
C 1.75365 -2.18652 3.19899
C -3.74992 -3.21636 -3.14465
C 0.35382 -0.24608 3.93115
C 1.42017 -1.55131 -3.78934
C -1.03709 3.85979 3.47544
C 3.61419 0.99612 0.41650
C 0.07556 -1.24577 1.69691
C 0.27847 2.54592 -2.81779
C 0.63392 3.54678 -3.70051
C 1.62039 1.00963 -3.85199
C -2.40516 -3.43245 -3.40321
C -2.04611 3.16248 2.82325
C -1.25372 4.31877 4.76421
C -2.01142 1.48797 1.01375
C 4.42746 -0.12565 0.31104
C 2.31663 -0.33172 -3.87664
C 1.49519 3.24025 -4.73917
C -0.00766 -3.11549 -2.72106
C 0.36120 -1.54127 3.10803
C 1.99806 1.95215 -4.79941
C 3.95216 -1.24362 -0.35210
C -0.14701 -0.98625 0.53198
C -1.46085 -2.71649 -2.69080
C -0.69023 -2.51718 3.65474
C -3.47339 3.39778 4.72986
C -3.27574 2.94595 3.43249
C -3.09117 -1.59507 -1.52581
C 2.02087 -2.40276 -1.53642
H -0.50183 -2.71504 4.71025
H -0.66062 -3.46494 3.11783
H -0.63326 0.22072 3.95020
H 1.98606 -2.43560 4.23486
H 1.78127 3.98262 -5.47148
H 1.56797 -2.99996 -0.74204
H -5.12216 -2.12558 -1.88472
H -1.33050 3.33648 0.85346
H 3.08715 -0.35106 -3.10341
H 1.94699 -2.41575 -4.20374
H -2.08257 -4.16975 -4.12523
H 1.06403 0.47899 3.52983
H -0.41781 2.75951 -2.01900
H 0.24224 -3.57565 -3.67768
H -1.69796 -2.10625 3.56563
H 2.70465 1.66936 -5.56727
H 0.22047 4.53660 -3.57462
H 0.14474 -3.87975 -1.95648
H -2.66562 0.70076 2.76359
H 1.79413 -3.10333 2.61001
H 0.53228 -1.38865 -4.40609
H 2.74028 -3.03176 -2.06921
H -4.50981 -3.76166 -3.68702
H -4.08900 2.48144 2.89010
H 3.94856 1.88921 0.92376
H 1.67252 1.79240 -0.08005
H -2.62744 4.42856 6.40581
H -0.09025 4.03628 2.98075
H -4.42926 3.23697 5.20861
H 4.55464 -2.13576 -0.45281
H 0.63319 -0.46118 4.96296
H 2.52121 -1.50303 2.83080
H -3.33643 -0.83546 -0.79518
H 2.85939 -0.41042 -4.81846
H 5.41864 -0.12806 0.74328
H -0.47441 4.86651 5.27539
H -2.46827 -0.40682 1.45325
```

Charges computed using Löwdin, reported in e: atom 1 (Ru): 1.061, atom 2 (S): 0.723, atom 3 (N): -0.046, atom 4 (N): -0.249, atom 5 (N): 0.083, atom 6 (N): 0.034, atom 7 (N): 0.166, atom 8 (N): -0.020, atom 9 (C): -0.014, atom 10 (C): -0.267, atom 11 (C): -0.055, atom 12 (C): -0.090, atom 13 (C): -0.043, atom 14 (C): -0.005, atom 15 (C): -0.041, atom 16 (C): -0.144, atom 17 (C): -0.019, atom 18 (C): -0.017, atom 19 (C): -0.112, atom 20 (C): -0.163, atom 21 (C): -0.028, atom 22 (C): -0.255, atom 23 (C): 0.010, atom 24 (C): -0.241, atom 25 (C): -0.054, atom 26 (C): -0.715, atom 27 (C): -0.013, atom 28 (C): -0.100, atom 29 (C): -0.016, atom 30 (C): -0.096, atom 31 (C): -0.624, atom 32 (C): 0.001, atom 33 (C): 0.013, atom 34 (C): -0.187, atom 35 (C): -0.238, atom 36 (C): -0.041, atom 37 (C): -0.051, atom 38 (C): -0.036, atom 39 (C): -0.123, atom 40 (C): -0.093, atom 41 (H): 0.094, atom 42 (H): 0.090, atom 43 (H): 0.066, atom 44 (H): 0.094, atom 45 (H): 0.126, atom 46 (H): 0.131, atom 47 (H): 0.124, atom 48 (H): 0.139, atom 49 (H): 0.119, atom 50 (H): 0.135, atom 51 (H): 0.131, atom 52 (H): 0.084, atom 53 (H): 0.015, atom 54 (H): 0.133, atom 55 (H): 0.078, atom 56 (H): 0.125, atom 57 (H): 0.119, atom 58 (H): 0.144, atom 59 (H): 0.106, atom 60 (H): 0.086, atom 61 (H): 0.142, atom 62 (H): 0.149, atom 63 (H): 0.129, atom 64 (H): 0.123, atom 65 (H): 0.121, atom 66 (H): 0.116, atom 67 (H): 0.117, atom 68 (H): 0.117, atom 69 (H): 0.117, atom 70 (H): 0.132, atom 71 (H): 0.095, atom 72 (H): 0.077, atom 73 (H): 0.066, atom 74 (H): 0.129, atom 75 (H): 0.127, atom 76 (H): 0.116, atom 77 (H): 0.091


DFT total energy / a.u.: -4569.33702; -2062.73018
Relative energy (zero: lowest compared OMol25 entry of this formula, charge and spin) / kJ/mol: 1284.2; 0.0